Arrangement i

Molecular formula: C2H13NO5
Method: DFT, ωB97M-V/def2-TZVPD

```
21
Properties=species:S:1:pos:R:3
N 0.38 1.64 -0.47
C 0.65 0.96 0.74
C 2.01 0.27 0.77
O 2.19 -0.58 1.61
H -0.54 2.07 -0.40
H 1.11 2.30 -0.78
H -0.03 0.16 1.05
H 0.47 1.65 1.64
H 2.79 0.64 0.11
O -2.22 -0.92 -0.96
H -1.80 -1.54 -0.34
H -3.15 -1.03 -0.73
O 0.39 -2.69 0.41
H 1.23 -2.79 0.90
H 0.29 -1.75 0.64
O -2.22 1.07 1.46
H -2.55 0.29 1.93
H -2.74 1.04 0.65
O 0.14 0.45 -3.10
H -0.62 0.98 -3.36
H 0.32 0.76 -2.18
```

- gap between HOMO and LUMO (eV) = 10.0
- LUMO (Eh) = 0.0063
- HOMO (eV) = -9.9
- structure (SMILES) = NCC=O.O.O.O.O

***

Arrangement ii

Molecular formula: C2H13NO5
Method: DFT, ωB97M-V/def2-TZVPD

```
21
Properties=species:S:1:pos:R:3
N 0.83 -1.77 -0.51
C -0.47 -1.40 -0.97
C -0.68 -0.03 -1.73
O 0.22 0.73 -1.91
H 1.67 -1.83 -1.22
H 1.20 -1.20 0.34
H -1.10 -1.35 -0.04
H -0.96 -2.27 -1.43
H -1.73 0.15 -1.95
O -0.06 1.71 0.91
H -0.14 1.28 0.02
H 0.56 2.42 0.85
O -1.51 -2.12 2.21
H -0.84 -2.58 1.77
H -1.17 -1.15 2.18
O 2.64 0.34 1.54
H 2.27 0.29 2.43
H 1.88 0.43 0.99
O -0.82 3.08 -1.35
H -1.12 3.10 -0.46
H -0.67 2.15 -1.69
```

- gap between HOMO and LUMO (eV) = 10.2
- LUMO (Eh) = 0.0036
- HOMO (eV) = -10.1
- structure (SMILES) = NCC=O.O.O.O.O

***

Quick one: most stable of them? arrangement i

***

Arrangement i

Molecular formula: H6NO
Method: DFT, ωB97M-V/def2-TZVPD

```
8
Properties=species:S:1:pos:R:3
O 1.61 1.40 2.38
H 1.49 2.27 2.82
H 2.21 0.90 2.97
N -1.06 -0.92 -1.64
H -1.95 -0.38 -1.66
H -0.32 -0.33 -1.20
H -0.78 -1.16 -2.61
H -1.19 -1.78 -1.08
```

- gap between HOMO and LUMO (eV) = 9.5
- total charge = +1
- LUMO (Eh) = -0.1708
- HOMO (eV) = -14.2

***

Arrangement ii

Molecular formula: H6NO
Method: DFT, ωB97M-V/def2-TZVPD

```
8
Properties=species:S:1:pos:R:3
O -1.15 0.30 -1.38
H -1.07 0.33 -2.36
H -2.07 0.60 -1.19
N 0.86 -0.25 0.99
H 0.47 -1.04 1.53
H 0.36 0.63 1.25
H 0.73 -0.43 -0.03
H 1.87 -0.15 1.19
```

- gap between HOMO and LUMO (eV) = 11.7
- total charge = +1
- LUMO (Eh) = -0.1570
- HOMO (eV) = -16.0

***

Quick one: most stable of them? arrangement ii

***

Arrangement i

Molecular formula: C10H21N5O4
Method: DFT, ωB97M-V/def2-TZVPD

```
40
Properties=species:S:1:pos:R:3
H -0.56 1.96 -0.68
N -0.02 2.30 -1.56
C 1.29 2.21 -1.47
N 2.06 2.76 -2.41
N 1.85 1.26 -0.59
C 2.80 0.35 -1.02
C 2.30 -0.75 -1.96
C 1.39 -1.66 -1.06
C -0.06 -1.31 -1.05
N -0.56 -2.12 0.05
C -1.25 -1.80 1.19
O -1.89 -2.66 1.84
C -1.03 -0.38 1.73
N -1.15 0.82 0.80
C -2.05 -0.21 2.91
C -1.83 0.86 3.90
O -3.35 -0.15 2.36
C -0.98 -1.37 -2.31
O -1.58 -2.35 -2.67
O -0.86 -0.23 -3.05
H 3.02 2.51 -2.55
H 1.74 3.56 -2.90
H 1.11 1.14 0.04
H 3.16 -0.16 -0.09
H 3.62 0.90 -1.39
H 1.61 -0.33 -2.77
H 3.19 -1.18 -2.39
H 1.75 -1.76 0.07
H 1.52 -2.67 -1.33
H -0.07 -0.28 -0.85
H -0.84 -3.02 -0.23
H -0.02 -0.39 2.18
H -2.14 0.80 0.55
H -1.06 1.72 1.30
H -1.89 -1.25 3.53
H -2.07 1.82 3.58
H -2.52 0.74 4.74
H -0.72 0.81 4.17
H -3.57 -1.01 2.06
H -0.35 0.53 -2.68
```

- gap between HOMO and LUMO (eV) = 9.1
- LUMO (Eh) = 0.0156
- HOMO (eV) = -8.7
- structure (SMILES) = [H]/N=C(/N)NCCC[C@H](NC(=O)[C@@H](N)[C@@H](C)O)C(=O)O

***

Arrangement ii

Molecular formula: C10H21N5O4
Method: DFT, ωB97M-V/def2-TZVPD

```
40
Properties=species:S:1:pos:R:3
H -2.92 4.14 -2.15
N -2.73 4.55 -1.27
C -2.19 3.71 -0.34
N -1.96 4.48 0.84
N -1.72 2.33 -0.39
C -2.42 1.68 -1.54
C -2.56 0.12 -1.26
C -1.07 -0.18 -1.26
C -0.83 -1.67 -0.73
N 0.56 -1.92 -0.41
C 1.08 -1.59 0.82
O 0.44 -0.96 1.60
C 2.46 -2.06 1.22
N 3.35 -2.57 0.02
C 3.16 -0.96 2.06
C 3.33 0.48 1.70
O 2.64 -0.97 3.37
C -1.29 -2.55 -1.81
O -0.71 -3.17 -2.79
O -2.61 -2.83 -1.62
H -1.15 4.08 1.23
H -1.63 5.48 0.82
H -1.62 1.65 0.60
H -1.61 1.76 -2.39
H -3.45 2.15 -1.70
H -3.11 -0.10 -0.25
H -3.19 -0.40 -2.06
H -0.63 -0.06 -2.23
H -0.61 0.47 -0.47
H -1.36 -1.90 0.19
H 1.21 -2.46 -0.93
H 2.27 -3.02 1.65
H 4.00 -3.38 0.17
H 4.04 -1.81 -0.38
H 4.20 -1.28 2.20
H 2.28 0.97 1.61
H 4.16 0.88 2.57
H 3.66 0.47 0.62
H 1.67 -0.54 3.35
H -3.13 -3.01 -0.64
```

- gap between HOMO and LUMO (eV) = 8.8
- LUMO (Eh) = -0.0052
- HOMO (eV) = -8.9
- structure (SMILES) = [H]/N=C(/N)NCCC[C@H](NC(=O)[C@@H](N)[C@@H](C)O)C(=O)O

***

Quick one: most stable of them? arrangement i

***

Arrangement i

Molecular formula: C4H6N2O3
Method: DFT, ωB97M-V/def2-TZVPD

```
15
Properties=species:S:1:pos:R:3
C 3.00 -0.31 0.02
C 1.74 0.21 -0.05
N 0.60 -0.49 -0.04
C -0.68 0.02 -0.04
N -0.77 1.29 -0.04
O -2.06 1.75 -0.10
C -1.74 -1.11 0.02
O -1.44 -2.26 -0.23
O -3.02 -0.70 0.11
H 3.95 0.20 0.11
H 3.12 -1.39 0.09
H 1.53 1.27 -0.27
H 0.60 -1.47 0.27
H -1.82 2.71 -0.16
H -3.00 0.27 0.31
```

- gap between HOMO and LUMO (eV) = 8.4
- LUMO (Eh) = 0.0029
- HOMO (eV) = -8.3
- structure (SMILES) = C=CN/C(=N/O)C(=O)O

***

Arrangement ii

Molecular formula: C4H6N2O3
Method: DFT, ωB97M-V/def2-TZVPD

```
15
Properties=species:S:1:pos:R:3
O 3.91 1.52 1.15
C 3.05 0.81 1.56
C 2.62 -0.33 2.40
N 1.76 0.47 1.51
O 0.60 1.15 1.87
H 2.60 -0.15 3.47
H 2.72 -1.37 2.11
H -0.13 0.67 1.44
C -2.84 -0.48 -3.05
N -2.08 -0.11 -1.92
C -1.77 -0.25 -0.79
O -1.34 -0.23 0.29
H -2.59 0.20 -3.86
H -2.61 -1.50 -3.35
H -3.91 -0.40 -2.83
```

- gap between HOMO and LUMO (eV) = 9.8
- LUMO (Eh) = 0.0136
- HOMO (eV) = -9.4
- structure (SMILES) = O=C1CN1O.CN=C=O

***

Quick one: most stable of them? arrangement i

***

Arrangement i

Molecular formula: CHBrClNO
Method: DFT, ωB97M-V/def2-TZVPD

```
6
Properties=species:S:1:pos:R:3
O -0.18 -1.23 -1.65
N 0.44 -0.31 -1.12
C 0.16 0.14 0.26
Cl 0.17 1.97 0.36
Br -1.59 -0.42 0.95
H 0.99 -0.16 1.21
```

- gap between HOMO and LUMO (eV) = 8.7
- LUMO (Eh) = -0.0594
- HOMO (eV) = -10.3
- structure (SMILES) = O=N[C@@H](Cl)Br

***

Arrangement ii

Molecular formula: CHBrClNO
Method: DFT, ωB97M-V/def2-TZVPD

```
6
Properties=species:S:1:pos:R:3
O -1.52 1.93 0.18
N -1.43 0.75 0.08
C -1.18 -0.39 0.10
Cl -1.17 -1.99 -0.17
Br 2.43 0.51 -0.21
H 2.87 -0.81 0.02
```

- gap between HOMO and LUMO (eV) = 10.0
- LUMO (Eh) = 0.0100
- HOMO (eV) = -9.7
- structure (SMILES) = [O-][N+]#CCl.Br

***

Quick one: most stable of them? arrangement ii

***

Arrangement i

Molecular formula: C3H11N2OS
Method: DFT, ωB97M-V/def2-TZVPD

```
18
Properties=species:S:1:pos:R:3
N 0.25 0.90 -1.02
C -0.33 -0.27 -0.28
C -1.71 -0.72 -0.79
S -1.67 -1.18 -2.52
C -0.48 0.08 1.23
N 0.69 0.74 1.86
H 0.33 0.67 -2.01
H -0.42 1.66 -1.10
H 0.31 -1.21 -0.43
H -2.19 -1.60 -0.23
H -2.47 0.03 -0.82
H -1.32 0.76 1.28
H -0.64 -0.92 1.78
H 0.45 1.68 2.14
H 1.49 0.79 1.26
H 2.04 0.06 -0.48
H 2.82 -1.11 0.34
O 2.86 -0.36 -0.21
```

- gap between HOMO and LUMO (eV) = 6.4
- total charge = -1
- LUMO (Eh) = 0.1419
- HOMO (eV) = -2.5

***

Arrangement ii

Molecular formula: C3H11N2OS
Method: DFT, ωB97M-V/def2-TZVPD

```
18
Properties=species:S:1:pos:R:3
N -0.99 -0.23 0.31
C -0.15 0.33 -0.77
C -0.30 -0.56 -2.05
S -2.09 -0.91 -2.49
C 1.34 0.22 -0.35
N 1.68 0.97 0.87
H -1.89 0.25 0.25
H -1.24 -1.19 0.16
H -0.51 1.35 -0.86
H -0.09 0.15 -2.85
H 0.22 -1.51 -2.02
H 1.47 -0.85 -0.15
H 2.06 0.43 -1.13
H 1.46 0.49 1.71
H 1.10 1.79 0.88
H -0.24 -0.79 2.96
H -1.00 0.20 2.29
O -0.86 -0.13 3.22
```

- gap between HOMO and LUMO (eV) = 6.5
- total charge = -1
- LUMO (Eh) = 0.1421
- HOMO (eV) = -2.7

***

Quick one: most stable of them? arrangement ii

***

Arrangement i

Molecular formula: C3H2NOS2
Method: DFT, ωB97M-V/def2-TZVPD

```
9
Properties=species:S:1:pos:R:3
C 0.92 0.16 -0.47
C -2.86 0.00 0.32
C 1.84 -0.13 0.57
N -3.51 0.71 1.00
O 2.19 -0.02 1.70
S -2.13 -1.02 -0.73
S 2.56 -0.57 -1.02
H 0.94 1.24 -0.83
H 0.04 -0.36 -0.54
```

- gap between HOMO and LUMO (eV) = 6.9
- total charge = -1
- LUMO (Eh) = 0.1059
- HOMO (eV) = -4.0

***

Arrangement ii

Molecular formula: C3H2NOS2
Method: DFT, ωB97M-V/def2-TZVPD

```
9
Properties=species:S:1:pos:R:3
C -0.02 -1.83 -0.85
C -0.09 0.92 -0.15
C -1.19 0.21 1.85
N -0.38 0.66 1.07
O 1.05 0.01 -2.31
S -1.94 -0.07 3.28
S 0.81 -0.47 -0.91
H -0.21 -1.98 0.18
H 0.47 1.86 -0.43
```

- gap between HOMO and LUMO (alpha / beta) (eV) = 6.1 / 6.2
- total charge = -1
- LUMO (alpha / beta) (Eh) = 0.1074 / 0.1116
- HOMO (alpha / beta) (eV) = -3.1 / -3.2

***

Quick one: most stable of them? arrangement i

***

Arrangement i

Molecular formula: C2H4BrCl
Method: DFT, ωB97M-V/def2-TZVPD

```
8
Properties=species:S:1:pos:R:3
C -0.70 -1.07 -0.14
C 0.37 1.55 0.16
Cl 0.84 -1.79 0.07
Br 2.15 0.98 0.00
H -1.11 -0.83 -1.08
H -1.40 -1.48 0.62
H 0.00 1.25 1.18
H -0.14 1.40 -0.81
```

- gap between HOMO and LUMO (alpha / beta) (eV) = 8.5 / 8.4
- LUMO (alpha / beta) (Eh) = -0.0107 / -0.0073
- HOMO (alpha / beta) (eV) = -8.8 / -8.6

***

Arrangement ii

Molecular formula: C2H4BrCl
Method: DFT, ωB97M-V/def2-TZVPD

```
8
Properties=species:S:1:pos:R:3
Cl 0.83 -2.45 0.76
C 0.23 -0.47 0.48
C 0.00 0.61 -0.69
Br -1.57 1.74 -0.10
H 0.87 -0.14 1.25
H -0.71 -0.65 0.83
H 0.74 1.34 -1.08
H -0.39 0.02 -1.46
```

- gap between HOMO and LUMO (eV) = 10.2
- LUMO (Eh) = -0.0230
- HOMO (eV) = -10.8
- structure (SMILES) = ClCCBr

***

Quick one: most stable of them? arrangement ii

***

Arrangement i

Molecular formula: CH3IN4
Method: DFT, ωB97M-V/def2-TZVPD

```
9
Properties=species:S:1:pos:R:3
C -1.13 0.14 0.19
N -0.20 -0.27 1.40
N 0.95 -0.31 1.09
N -0.24 0.39 -0.94
N 1.34 -0.18 -0.05
I 3.24 0.28 -0.71
H -1.97 -0.61 0.05
H -1.70 0.96 0.45
H -0.28 -0.39 -1.49
```

- gap between HOMO and LUMO (eV) = 7.8
- LUMO (Eh) = -0.0473
- HOMO (eV) = -9.1

***

Arrangement ii

Molecular formula: CH3IN4
Method: DFT, ωB97M-V/def2-TZVPD

```
9
Properties=species:S:1:pos:R:3
C 0.66 1.11 0.78
N 1.03 1.37 2.16
N 1.99 0.63 2.47
N 2.31 -0.19 1.39
N 1.60 0.03 0.39
H -0.28 0.88 0.56
H 0.84 2.02 0.07
I -1.81 -1.92 -2.19
H -1.04 -3.17 -1.66
```

- gap between HOMO and LUMO (eV) = 9.4
- LUMO (Eh) = -0.0318
- HOMO (eV) = -10.3
- structure (SMILES) = C1N=NN=N1.I

***

Quick one: most stable of them? arrangement ii

***

Arrangement i

Molecular formula: C2H4O3S2
Method: DFT, ωB97M-V/def2-TZVPD

```
11
Properties=species:S:1:pos:R:3
C 0.25 -1.15 -0.02
C -0.71 0.04 -0.08
O 1.21 2.14 0.40
O 0.24 0.95 2.26
O 1.44 -0.59 0.50
S -1.30 0.69 -1.62
S 0.60 0.95 0.89
H -0.12 -1.98 0.68
H 0.42 -1.65 -1.00
H -1.66 0.21 0.49
H -0.38 0.38 -2.49
```

- gap between HOMO and LUMO (eV) = 10.6
- LUMO (Eh) = 0.0175
- HOMO (eV) = -10.1

***

Arrangement ii

Molecular formula: C2H4O3S2
Method: DFT, ωB97M-V/def2-TZVPD

```
11
Properties=species:S:1:pos:R:3
C -0.35 1.03 -0.58
C -0.80 0.02 0.40
O 2.01 -0.37 1.38
O 1.01 1.33 -0.30
O 1.24 -1.13 -0.75
S -2.06 -0.98 0.00
S 2.07 -0.09 -0.09
H -0.23 0.68 -1.62
H -0.82 1.95 -0.54
H -0.20 -0.44 1.22
H -1.87 -1.99 0.88
```

- gap between HOMO and LUMO (alpha / beta) (eV) = 6.5 / 6.5
- LUMO (alpha / beta) (Eh) = -0.0883 / -0.0883
- HOMO (alpha / beta) (eV) = -8.9 / -8.9

***

Quick one: most stable of them? arrangement i

***

Arrangement i

Molecular formula: C26H28N5O7S7Ti
Method: DFT, ωB97M-V/def2-TZVPD

```
74
Properties=species:S:1:pos:R:3
Ti -0.30 0.00 -0.17
O -0.16 0.39 1.91
C 1.13 0.15 2.60
C 2.00 -0.55 1.54
O 3.13 -0.88 1.75
O 1.34 -0.78 0.40
C 0.90 -0.85 3.72
C 1.54 -0.72 4.94
C 1.36 -1.69 5.93
C 0.54 -2.78 5.69
C -0.08 -2.93 4.46
C 0.11 -1.97 3.48
C 1.66 1.50 3.03
C 0.90 2.21 3.96
C 1.26 3.50 4.31
C 2.39 4.09 3.75
C 3.15 3.38 2.83
C 2.78 2.09 2.46
H -0.58 1.17 2.30
H 2.19 0.12 5.13
H 1.86 -1.58 6.88
H 0.39 -3.52 6.46
H -0.71 -3.79 4.26
H -0.35 -2.11 2.50
H 0.04 1.75 4.43
H 0.67 4.05 5.04
H 2.68 5.09 4.03
H 4.03 3.83 2.39
H 3.38 1.55 1.75
S 0.68 5.23 -5.25
C 0.49 4.07 -4.13
S 0.54 4.38 -2.41
C 0.28 2.73 -1.91
C 0.13 1.81 -2.88
S -0.18 0.15 -2.49
S 0.23 2.39 -4.52
S 0.21 2.27 -0.24
C -4.66 5.40 3.23
C -5.68 4.35 2.80
S -4.95 3.25 1.61
O -3.87 2.52 2.24
O -4.67 3.99 0.40
C -6.23 2.07 1.24
C -5.81 1.15 0.09
N -4.54 0.46 0.34
C -3.37 0.78 -0.24
N -2.36 0.13 0.35
C -2.90 -0.63 1.36
C -4.24 -0.44 1.35
N -5.19 -1.09 2.20
O -6.38 -0.89 1.99
O -4.74 -1.81 3.06
C -3.23 1.72 -1.38
H -5.12 6.06 3.95
H -4.34 5.99 2.37
H -3.79 4.93 3.68
H -6.55 4.79 2.31
H -6.01 3.72 3.63
H -7.13 2.60 0.95
H -6.42 1.51 2.16
H -5.68 1.73 -0.82
H -6.59 0.41 -0.07
H -2.32 -1.26 2.01
H -3.82 2.63 -1.22
H -3.54 1.24 -2.31
H -2.19 2.01 -1.48
N -0.10 -4.36 -2.14
C 0.24 -3.28 -1.43
N 1.51 -3.00 -1.24
S -1.06 -2.36 -0.77
H 0.59 -4.99 -2.51
H -1.07 -4.54 -2.31
H 2.24 -3.55 -1.67
H 1.77 -2.21 -0.66
```

- gap between HOMO and LUMO (eV) = 5.9
- total charge = +1
- LUMO (Eh) = -0.1421
- HOMO (eV) = -9.8

***

Arrangement ii

Molecular formula: C26H28N5O7S7Ti
Method: DFT, ωB97M-V/def2-TZVPD

```
74
Properties=species:S:1:pos:R:3
Ti -0.87 -0.46 -1.66
O -1.38 -1.12 0.28
C -2.32 -2.27 0.39
C -2.73 -2.58 -1.06
O -3.35 -3.55 -1.37
O -2.37 -1.62 -1.90
C -3.58 -1.80 1.11
C -4.31 -2.70 1.87
C -5.50 -2.30 2.46
C -5.96 -1.00 2.29
C -5.24 -0.11 1.51
C -4.05 -0.51 0.92
C -1.56 -3.38 1.09
C -1.21 -3.17 2.43
C -0.43 -4.09 3.10
C 0.01 -5.24 2.45
C -0.35 -5.45 1.12
C -1.12 -4.53 0.44
H -0.72 -1.22 0.98
H -3.96 -3.72 2.00
H -6.07 -3.00 3.05
H -6.89 -0.69 2.76
H -5.60 0.90 1.37
H -3.52 0.19 0.29
H -1.59 -2.30 2.95
H -0.17 -3.92 4.14
H 0.61 -5.96 2.97
H -0.01 -6.35 0.61
H -1.39 -4.71 -0.59
S 4.98 -2.85 -5.43
C 3.67 -2.35 -4.61
S 3.27 -2.90 -3.00
C 1.82 -1.95 -2.82
C 1.47 -1.17 -3.85
S 0.08 -0.13 -3.76
S 2.51 -1.21 -5.25
S 0.86 -2.01 -1.37
C 7.14 2.87 2.38
C 5.70 3.28 2.64
S 4.78 3.24 1.12
O 4.73 1.87 0.64
O 5.25 4.27 0.24
C 3.11 3.67 1.58
C 2.28 3.83 0.30
N 1.18 2.86 0.20
C 1.14 1.80 -0.63
N -0.04 1.17 -0.53
C -0.78 1.85 0.41
C -0.03 2.88 0.86
N -0.40 3.83 1.88
O 0.44 4.64 2.23
O -1.53 3.74 2.31
C 2.26 1.42 -1.53
H 7.70 2.91 3.31
H 7.62 3.55 1.67
H 7.20 1.86 1.98
H 5.62 4.31 3.01
H 5.20 2.61 3.33
H 3.13 4.59 2.15
H 2.72 2.87 2.21
H 2.89 3.68 -0.59
H 1.86 4.82 0.24
H -1.77 1.57 0.72
H 3.22 1.55 -1.04
H 2.22 2.01 -2.45
H 2.16 0.37 -1.80
N -3.68 1.95 -4.58
C -3.25 0.98 -3.78
N -3.62 -0.26 -4.01
S -2.25 1.47 -2.45
H -4.33 1.78 -5.33
H -3.37 2.90 -4.43
H -4.16 -0.50 -4.82
H -3.32 -1.00 -3.38
```

- gap between HOMO and LUMO (eV) = 5.9
- total charge = +1
- LUMO (Eh) = -0.1473
- HOMO (eV) = -9.9

***

Quick one: most stable of them? arrangement i